[1]
This record from the Open Molecules 2025 dataset describes a gas-phase ion, C25H36N3O5S (charge +1) at a distorted geometry. The level of theory is ωB97M-V/def2-TZVPD.

Geometry as XYZ:
```
70
Properties=species:S:1:pos:R:3:forces:R:3
C 2.557068 1.741647 -7.256385 0.057 0.169 -0.051
H 2.408037 1.670357 -8.337660 0.008 -0.005 0.008
H 2.103715 2.668631 -6.891235 0.028 -0.003 -0.012
H 3.621102 1.741531 -7.034509 -0.016 0.079 -0.056
O 2.013978 0.616581 -6.595500 -0.191 -0.290 0.091
C 0.629798 0.461837 -6.798922 0.064 -0.015 0.094
C 0.172575 -0.873801 -6.217621 0.144 0.172 -0.974
N 0.179885 -0.897638 -4.746082 -0.765 -0.459 0.528
H -0.249367 -0.038231 -4.371705 -0.136 -0.099 0.061
C 1.520311 -0.967968 -4.144651 0.819 0.156 0.504
C 1.528479 -0.280889 -2.767610 -0.008 -0.070 0.260
O 0.531905 0.719612 -2.774009 0.168 -0.117 -0.459
C 0.557440 1.557072 -1.629342 -0.056 0.116 0.148
H 1.514531 2.079740 -1.554704 -0.006 -0.002 -0.024
H -0.242593 2.279752 -1.767739 0.020 0.044 0.090
H 0.382787 0.987668 -0.711935 -0.008 -0.008 0.008
H 2.515562 0.166512 -2.593441 -0.074 -0.104 -0.079
H 1.334834 -0.992294 -1.953069 0.047 0.121 -0.110
H 2.208553 -0.449848 -4.818583 -0.246 -0.173 0.101
H 1.812523 -2.017108 -4.070695 0.024 0.070 -0.045
S -0.928069 -2.377165 -4.243265 0.197 0.518 0.015
O -0.120894 -3.484476 -4.610431 0.208 -0.135 0.307
O -2.125633 -2.067623 -4.939582 -0.256 0.192 0.264
C -1.060725 -2.147032 -2.500242 0.103 -0.129 -0.607
C -1.813224 -1.074292 -2.048665 -0.113 0.025 0.089
C -1.792038 -0.784218 -0.699849 0.036 -0.120 0.037
C -1.052115 -1.576416 0.179853 0.145 0.064 -0.377
C -0.360597 -2.691435 -0.291233 -0.158 0.116 0.036
C -0.347833 -2.973136 -1.646447 0.022 -0.139 -0.143
H 0.207210 -3.803924 -2.051609 0.123 -0.120 0.017
H 0.204966 -3.308345 0.390371 0.076 -0.053 0.057
C -0.870550 -1.057919 1.583333 -0.049 -0.308 -0.112
O -0.581466 0.114604 1.723733 -0.043 0.199 -0.042
N -1.008592 -1.963019 2.562243 -0.090 -0.350 0.099
H -1.313896 -2.891215 2.317385 -0.020 0.089 -0.067
C -0.880182 -1.647866 3.986424 0.138 0.446 0.084
C -1.918835 -0.613234 4.420496 0.001 -0.113 0.190
C -1.728371 -0.291302 5.911332 -0.100 -0.040 -0.191
N -0.397908 0.144876 6.249833 0.019 0.072 0.266
C 0.608641 -0.781989 5.801226 0.072 -0.083 -0.205
C 0.520368 -1.125105 4.305014 -0.028 -0.094 0.227
H 1.270152 -1.879096 4.057689 0.039 -0.051 -0.045
H 0.706222 -0.233023 3.708261 0.018 -0.118 -0.011
H 0.482993 -1.706203 6.379749 0.115 -0.032 0.000
H 1.594006 -0.373513 6.028912 0.029 -0.053 0.059
C -0.104708 1.563002 6.160640 -0.015 -0.075 0.006
C -0.046202 2.159982 4.771292 0.034 0.119 0.090
C -1.188538 2.678553 4.174063 0.099 0.050 0.026
C -1.144371 3.188152 2.888636 -0.109 0.035 -0.074
C 0.045889 3.191331 2.183616 0.018 0.041 -0.045
C 1.193889 2.696344 2.775870 0.098 -0.004 -0.079
C 1.147975 2.187715 4.061532 -0.060 0.081 0.039
H 2.051704 1.812445 4.521891 0.095 -0.039 0.070
H 2.130449 2.708518 2.237000 0.086 0.014 -0.041
H 0.081075 3.586463 1.178740 -0.001 0.067 -0.081
H -2.042255 3.586044 2.438430 -0.074 0.048 -0.038
H -2.120466 2.688509 4.722460 -0.097 0.004 0.079
H -0.873118 2.080309 6.742641 0.091 0.046 -0.004
H 0.856379 1.717810 6.659863 -0.064 0.077 0.003
H -1.933128 -1.198513 6.494118 -0.117 0.017 0.009
H -2.441821 0.474210 6.218626 -0.043 -0.039 0.061
H -2.926946 -0.997892 4.254660 -0.058 -0.025 -0.041
H -1.782921 0.289500 3.825858 -0.062 -0.093 -0.016
H -1.050499 -2.585242 4.527547 0.007 0.036 -0.066
H -2.320578 0.071601 -0.309748 -0.038 0.101 0.014
H -2.384742 -0.486816 -2.748204 -0.111 0.167 -0.034
H -0.849386 -1.079198 -6.543555 0.136 0.079 -0.011
H 0.826227 -1.674719 -6.569314 -0.073 0.037 0.047
H 0.402907 0.467072 -7.874586 -0.079 -0.059 0.139
H 0.078428 1.293723 -6.331212 -0.019 -0.052 -0.084
```
Positions in Å, forces in eV/Å.

Computed properties:
Net charge: +1
Energy (eV): -52044.963
SMILES string: COCC[NH+](CCOC)S(=O)(=O)c1ccc(C(=O)NC2CCN(Cc3ccccc3)CC2)cc1
F_max (eV/Å): 1.0
Relative energy (zero: lowest compared OMol25 entry of this formula, charge and spin) (kJ/mol): 207.6
LUMO energy (eV): -3.564

Here are the natural (NBO) charges for atoms 1 to 6, given in e: atom 1 (C): -0.2507, atom 2 (H): 0.1814, atom 3 (H): 0.1763, atom 4 (H): 0.2090, atom 5 (O): -0.5560, atom 6 (C): -0.0756


[2]
This record from the Open Molecules 2025 dataset describes 2 unconnected molecules or ions with the total composition C8H18Si at a distorted geometry. The level of theory is ωB97M-V/def2-TZVPD.

Geometry as XYZ:
```
27
Properties=species:S:1:pos:R:3:forces:R:3
C -2.505959 0.832525 -0.319378 -0.231 -0.103 -0.097
C -1.298698 1.076009 0.136097 2.679 -1.571 -0.957
C -2.861490 -0.207533 -1.339468 0.030 0.053 -0.035
C -0.877469 2.136782 1.083969 -0.059 0.061 -0.014
C 3.005666 1.333591 -0.674891 -0.014 -0.057 -0.014
C -0.252845 -2.150301 1.338539 -0.004 0.029 -0.009
C 2.338107 0.216570 0.119850 -0.276 -0.020 -0.231
C 0.246899 -2.139349 -0.101746 0.095 0.273 -0.215
Si 0.740898 -0.403527 -0.702499 -2.247 1.006 1.726
H -3.343525 1.435247 0.035943 0.071 0.129 0.138
H -2.502762 0.093204 -2.323919 -0.048 -0.035 -0.116
H -2.401444 -1.162802 -1.097241 0.005 -0.123 -0.002
H -3.939559 -0.341621 -1.395269 -0.038 -0.099 -0.057
H -1.734039 2.540815 1.631473 -0.026 0.051 0.036
H -0.151201 1.760430 1.803034 0.024 0.048 0.095
H -0.408988 2.955878 0.533848 0.081 0.040 0.075
H 3.195989 1.018776 -1.697907 0.051 0.039 -0.146
H 2.367131 2.210401 -0.706489 -0.046 0.220 -0.067
H 3.956374 1.614162 -0.228734 0.095 0.109 0.029
H -0.591070 -3.144773 1.626602 0.003 -0.044 0.068
H 0.538069 -1.851248 2.022628 0.045 0.043 0.166
H -1.082060 -1.456871 1.453949 -0.099 0.072 0.090
H 2.137784 0.571583 1.131458 -0.144 -0.104 0.087
H 3.042140 -0.614701 0.221443 -0.149 -0.162 -0.008
H -0.535461 -2.532469 -0.751584 -0.005 0.030 -0.158
H 1.090980 -2.829526 -0.190766 0.109 0.074 -0.145
H 0.797779 -0.305412 -2.164741 0.096 0.040 -0.239
```
Positions in Å, forces in eV/Å.

Computed properties:
Net charge: 0
Energy (eV): -16463.405
F_max (eV/Å): 3.3
Relative energy (zero: lowest compared OMol25 entry of this formula, charge and spin) (kJ/mol): 144.0
LUMO energy (eV): 0.967

Here are the natural (NBO) charges for atoms 1 to 6, given in e: atom 1 (C): -0.3053, atom 2 (C): -0.1095, atom 3 (C): -0.6345, atom 4 (C): -0.6859, atom 5 (C): -0.6008, atom 6 (C): -0.6071


[3]
This record from the Open Molecules 2025 dataset describes 2 unconnected molecules or ions with the total composition CH2NO2S at a distorted geometry. The level of theory is ωB97M-V/def2-TZVPD.

Geometry as XYZ:
```
7
Properties=species:S:1:pos:R:3:forces:R:3
C -2.847764 0.362946 -0.022089 1.733 -0.007 -0.012
N 0.084742 -0.347030 0.368103 1.306 -0.586 2.013
O -3.935784 -0.030350 -0.010180 -2.288 -1.172 0.035
O -2.038857 1.209692 -0.074832 0.543 0.985 -0.079
S -1.117710 -1.586629 0.165826 -0.734 0.569 0.433
H 0.020554 0.213573 -0.423505 -0.027 1.307 -1.260
H 0.043969 0.274722 1.210573 -0.533 -1.098 -1.129
```
Positions in Å, forces in eV/Å.

Computed properties:
Net charge: -1
Energy (eV): -17490.821
F_max (eV/Å): 2.6
Relative energy (zero: lowest compared OMol25 entry of this formula, charge and spin) (kJ/mol): 18.3
LUMO energy (eV): 4.039

Here are the natural (NBO) charges for atoms 1 to 6, given in e: atom 1 (C): 0.9839, atom 2 (N): -1.0077, atom 3 (O): -0.6106, atom 4 (O): -0.6328, atom 5 (S): -0.4138, atom 6 (H): 0.3442


[4]
This record from the Open Molecules 2025 dataset describes 5 unconnected molecules or ions with the total composition C20H55N5O5 at a distorted geometry. The level of theory is ωB97M-V/def2-TZVPD.

Geometry as XYZ:
```
85
Properties=species:S:1:pos:R:3:forces:R:3
C 18.266747 -30.378004 -2.357413 -0.548 0.755 1.049
C 18.234345 -31.562698 -1.346858 1.545 2.007 0.037
C 17.434968 -31.257660 -0.069819 1.093 0.557 -1.432
O 18.087446 -30.096618 0.530070 -1.287 -2.181 1.645
C 17.847763 -30.198876 1.973647 -0.085 1.643 -0.913
N 17.901795 -32.782049 -2.004956 -0.793 -0.825 -0.348
H 18.362937 -29.409474 -1.866691 -0.167 -0.117 0.787
H 17.294705 -30.285385 -2.841815 0.137 -0.343 -0.524
H 19.116718 -30.249827 -3.027661 -0.113 -1.111 -0.406
H 19.245022 -31.703571 -0.963720 0.437 0.573 0.227
H 17.536555 -32.159594 0.533744 -0.144 0.118 0.487
H 16.386163 -31.083099 -0.309891 -0.172 0.225 0.254
H 16.783150 -30.144483 2.201065 -0.252 -0.330 -0.215
H 18.233032 -29.266082 2.385433 0.377 -0.200 0.115
H 18.273487 -31.064067 2.481893 0.260 -0.113 -0.404
H 18.135666 -33.522434 -1.359014 -0.182 -0.452 0.011
H 18.578945 -32.873836 -2.748701 -0.108 -0.205 -0.373
C 15.381889 -33.439503 -22.195185 0.205 1.579 0.262
C 16.405669 -32.625651 -21.369244 -0.938 -1.481 1.467
C 15.989206 -32.478393 -19.863464 -0.222 1.414 -1.011
O 14.727917 -31.746653 -19.667197 1.489 -1.030 -0.058
C 14.744143 -31.088413 -18.424778 -0.339 0.459 0.456
N 17.618705 -33.378369 -21.434299 1.482 -1.164 -0.225
H 15.940544 -33.710967 -23.090903 -0.646 0.037 -0.342
H 14.557883 -32.738232 -22.326877 -0.179 -0.275 -0.727
H 14.941129 -34.323750 -21.734822 0.484 -0.028 0.395
H 16.635919 -31.660480 -21.820405 -0.589 0.164 0.062
H 16.834171 -31.924080 -19.454955 -0.110 0.519 0.442
H 16.035041 -33.430145 -19.334149 -0.584 -0.326 -0.177
H 14.888202 -31.737883 -17.561343 0.338 -0.437 -0.071
H 13.791033 -30.605915 -18.208266 -0.207 -0.040 -0.552
H 15.496013 -30.299617 -18.400022 0.267 0.027 -0.009
H 18.406057 -33.158891 -20.840990 -0.195 0.664 0.164
H 17.476536 -34.370557 -21.309974 -0.256 -0.081 -0.076
C 16.570493 -24.079991 -6.516709 -0.892 -0.352 2.310
C 16.845533 -24.228550 -7.961837 -1.390 -1.740 -0.152
C 15.559803 -24.792550 -8.641553 0.849 0.378 2.855
O 15.867487 -25.409733 -9.796377 -1.003 -0.573 -3.328
C 14.695422 -25.797165 -10.546893 -0.181 -0.602 0.367
N 17.223946 -23.041585 -8.607392 0.384 1.301 -1.019
H 15.718880 -23.511356 -6.143177 -0.312 0.879 -0.958
H 17.395519 -23.670642 -5.933723 0.319 -0.349 -0.092
H 16.224359 -25.031630 -6.113378 0.817 -0.498 0.237
H 17.622698 -24.988630 -8.041850 0.133 -0.117 -0.271
H 14.835400 -23.978096 -8.645010 -0.258 0.386 -0.706
H 15.116761 -25.534721 -7.977476 -0.147 -0.172 0.475
H 14.255705 -25.099810 -11.259955 0.886 0.656 -0.187
H 13.822584 -25.984726 -9.921540 0.182 -0.194 0.733
H 14.877063 -26.740206 -11.062425 0.377 0.158 -0.035
H 16.360654 -22.553059 -8.797569 0.152 0.611 -0.144
H 17.786494 -22.473382 -7.990313 0.087 0.228 -0.085
C 6.149182 -23.324363 0.189291 1.120 -1.177 -0.936
C 6.939337 -24.629776 -0.236143 0.101 2.504 0.699
C 8.482086 -24.446476 -0.045487 -0.943 -0.460 -0.434
O 9.139399 -25.581925 -0.618136 -0.405 0.018 1.059
C 10.529845 -25.386639 -0.718884 0.147 0.518 -2.136
N 6.408527 -25.699639 0.591135 0.841 0.100 -0.484
H 6.263967 -23.275200 1.272121 -0.366 0.508 -0.110
H 5.121832 -23.420011 -0.162158 -0.191 -0.208 0.535
H 6.513200 -22.460783 -0.367324 0.322 0.195 0.390
H 6.727005 -24.758214 -1.297520 0.347 -0.269 -0.276
H 8.784378 -24.300934 0.991589 -0.302 -0.395 0.430
H 8.835408 -23.531745 -0.521433 -0.244 0.144 -0.550
H 10.841126 -24.420306 -0.322138 0.269 -0.382 0.708
H 10.702340 -25.264855 -1.788239 0.218 0.246 -0.439
H 11.175024 -26.245659 -0.534723 -0.405 -0.022 1.102
H 5.476219 -25.860997 0.237761 -0.173 -0.488 0.166
H 7.008368 -26.468261 0.327474 -0.336 -0.834 0.276
C 23.930100 -19.073911 -12.735186 2.051 -0.203 -0.945
C 24.241087 -18.544095 -11.309081 -0.600 0.063 -1.450
C 25.293002 -17.354262 -11.243729 0.037 -1.735 -0.222
O 26.528803 -17.734961 -11.856314 -0.604 0.384 -0.151
C 27.120970 -16.656326 -12.572856 0.178 -0.878 0.355
N 22.995777 -18.026891 -10.815064 -0.295 0.934 1.547
H 24.875881 -19.384472 -13.179220 0.260 -0.070 -0.225
H 23.516412 -18.378797 -13.465782 -0.078 0.625 0.431
H 23.315116 -19.965508 -12.857456 -0.262 -0.029 0.931
H 24.522402 -19.425056 -10.732139 0.409 0.277 0.297
H 25.537066 -17.039242 -10.229186 -0.490 -0.186 0.289
H 24.840849 -16.499234 -11.746306 -0.034 0.127 -0.288
H 27.908348 -17.101344 -13.181223 -0.273 0.072 -0.368
H 27.647396 -15.961196 -11.918829 -0.293 0.315 0.260
H 26.330229 -16.169772 -13.143905 0.365 0.270 -0.327
H 22.825079 -17.147901 -11.282311 -0.451 0.003 -0.018
H 22.215282 -18.651164 -10.960702 0.078 0.028 -0.113
```
Positions in Å, forces in eV/Å.

Computed properties:
Net charge: 0
Energy (eV): -39314.102
SMILES string: COC[C@H](C)N.COC[C@H](C)N.COC[C@H](C)N.COC[C@H](C)N.COC[C@H](C)N
F_max (eV/Å): 3.5
Relative energy (zero: lowest compared OMol25 entry of this formula, charge and spin) (kJ/mol): 337.6
LUMO energy (eV): 0.862

Here are the Löwdin charges for atoms 1 to 6, given in e: atom 1 (C): -0.0529, atom 2 (C): -0.4673, atom 3 (C): -0.1876, atom 4 (O): -0.1890, atom 5 (C): -0.0964, atom 6 (N): 0.0240


[5]
This record from the Open Molecules 2025 dataset describes a single C5H8O molecule at a distorted geometry. The level of theory is ωB97M-V/def2-TZVPD.

Geometry as XYZ:
```
14
Properties=species:S:1:pos:R:3:forces:R:3
C -1.860005 0.763418 0.046064 0.977 -2.155 1.568
C -1.830316 -0.719134 -0.199614 -0.965 -1.164 0.584
C -0.624395 -0.104525 0.445692 0.915 -0.554 -0.835
C 0.657739 -0.171993 -0.367270 1.149 1.718 2.400
C 2.033958 -0.526868 0.168978 -1.847 0.451 0.069
H -1.943378 1.330365 -0.822177 0.526 1.239 -1.125
H -2.441858 1.084605 0.885456 -0.229 0.219 0.213
H -2.534378 -1.407740 0.350302 1.016 0.878 -0.512
H -1.663899 -1.020630 -1.232181 -0.188 0.036 0.134
H -0.333747 -0.390312 1.466151 -0.976 0.696 -0.065
H 0.598523 -0.148423 -1.393180 -0.664 -0.591 -2.363
H 2.708733 -0.872642 -0.655716 -0.196 -0.152 1.536
H 2.039803 -0.843855 1.290882 0.569 0.420 -2.306
O 1.663539 0.852906 -0.056580 -0.086 -1.042 0.701
```
Positions in Å, forces in eV/Å.

Computed properties:
Net charge: 0
Energy (eV): -7359.224
SMILES string: C1CC1[C@@H]1CO1
F_max (eV/Å): 3.2
Relative energy (zero: lowest compared OMol25 entry of this formula, charge and spin) (kJ/mol): 292.5
LUMO energy (eV): 1.191

Here are the natural (NBO) charges for atoms 1 to 6, given in e: atom 1 (C): -0.4040, atom 2 (C): -0.4148, atom 3 (C): -0.2554, atom 4 (C): 0.0535, atom 5 (C): -0.1293, atom 6 (H): 0.2190